No. 1
Entry from the Open Molecules 2025 dataset: an isolated molecule of C2H4N2S in a non-equilibrium geometry (wB97M-V/def2-TZVPD).

Geometry as XYZ:
```
9
Properties=species:S:1:pos:R:3:forces:R:3:lowdin_charge:R:1
C 0.804631 0.610422 -1.315234 3.02 0.81 0.93 -0.10
N -0.373301 0.523134 -0.883266 1.26 -0.01 1.92 -0.01
N -0.528822 0.336973 0.591877 -0.91 1.60 -3.31 -0.15
C -0.287573 -0.830298 1.173005 -0.12 -2.71 -0.50 -0.72
S -1.566491 -1.384078 2.121238 1.99 -0.36 -0.17 0.55
H 0.825512 1.031623 -2.326208 0.48 -0.75 0.01 0.06
H 1.958102 0.526034 -0.693201 -3.79 0.13 -1.63 0.16
H -1.521282 0.579561 0.618066 0.44 0.04 1.07 0.08
H 0.689225 -1.393371 0.713722 -2.37 1.25 1.69 0.13
```
Positions in Å, forces in eV/Å.

Charge: 0
Strongest force on any atom (eV/Å): 4.1
E_HOMO (eV): -8.694
Kohn-Sham gap (eV): 8.6
Energy above the lowest of the compared OMol25 structures with the same formula, charge and spin (eV): 3.058
Spin multiplicity: 1
Structure (SMILES): C=NNC=S

No. 2
Entry from the Open Molecules 2025 dataset: a structure of composition C18H32Br2F2I2LiMgN2NaO5 in a non-equilibrium geometry (wB97M-V/def2-TZVPD).

Geometry as XYZ:
```
66
Properties=species:S:1:pos:R:3:forces:R:3:lowdin_charge:R:1
C 3.377965 -0.893677 2.818426 -0.43 -0.36 0.45 -0.17
C 2.060816 -1.633326 2.274448 -0.36 0.08 -1.85 -0.47
C 1.777063 -1.389974 0.694732 1.41 -0.33 0.08 -0.17
C 1.575116 0.140887 0.285535 -0.07 0.24 -0.67 -0.14
C 0.062139 0.652456 0.201996 1.01 0.22 -1.64 -0.16
N -0.731325 0.652941 1.459012 0.23 -0.12 1.47 -0.12
C -0.158537 1.383889 2.557659 3.04 -0.88 2.35 -0.48
O 0.901372 1.172412 3.160154 -3.35 0.50 -2.52 0.03
O -0.966777 2.478509 3.070856 0.42 -0.80 -0.68 -0.51
Br -0.064364 3.274359 4.473302 -0.07 -0.43 -0.67 0.86
C -1.389135 -0.614133 1.801292 -0.71 0.57 1.44 -0.65
I -3.318610 -0.583026 0.699532 0.58 -0.56 -0.95 0.83
C -1.782576 -0.840663 3.353150 -0.24 -2.15 -0.67 -0.71
C -2.249738 -2.407259 3.487418 -0.02 0.72 0.23 -0.17
I -3.589451 0.312045 3.899872 1.10 -0.03 0.87 0.76
H 3.544985 0.168443 2.375058 0.16 -1.17 0.19 0.04
H 4.348296 -1.474854 2.622184 -1.67 0.70 0.08 0.10
H 3.246541 -0.785922 3.956576 0.49 0.13 -1.80 -0.04
H 1.078334 -1.327235 2.861161 2.34 -0.13 -1.58 -0.06
H 2.182934 -2.783688 2.458150 0.42 2.13 -0.34 0.07
H 2.715179 -1.766832 0.140115 -1.49 0.56 0.72 0.13
H 0.915203 -2.091816 0.312288 1.22 1.45 0.18 0.10
H 2.171382 0.876979 0.939481 -0.67 -1.49 -0.86 0.11
H 2.027036 0.254476 -0.780106 -0.96 -0.01 1.74 0.12
H 0.067605 1.719212 -0.214569 -0.05 -1.39 0.59 0.14
H -0.513065 0.011454 -0.563638 0.64 0.91 1.28 0.11
H -0.886733 -1.556583 1.434798 -0.45 1.62 0.08 0.06
H -0.932440 -0.724921 4.100078 -0.83 0.37 -1.01 0.04
H -1.527201 -3.070345 2.899344 -1.27 0.76 1.00 0.06
H -3.293039 -2.529324 3.051206 1.44 0.01 0.52 0.04
H -2.247268 -2.741931 4.587789 0.11 0.60 -1.78 0.11
F 4.774318 0.796943 1.473023 -0.25 0.28 -0.30 -0.57
Na 0.356241 -3.200631 2.028906 0.08 -1.48 0.30 0.41
C -3.829189 3.738200 -3.102334 0.01 -0.35 -0.30 -0.07
C -3.785437 3.063408 -1.751604 -0.06 2.10 2.84 -0.57
O -4.371874 1.997425 -1.554230 0.41 -0.73 -1.31 -0.07
C -3.006443 3.731906 -0.679751 -1.50 -0.91 0.58 -0.02
H -4.437470 3.134681 -3.791600 -0.49 0.38 -0.14 0.06
H -4.283554 4.725208 -3.008992 0.24 0.00 -0.08 0.14
H -2.813032 3.825471 -3.510650 0.29 0.75 0.18 0.08
H -3.419087 4.722456 -0.477566 0.40 0.18 -0.28 0.11
H -1.951115 3.808626 -1.001734 1.01 0.91 -0.82 0.03
H -3.059512 3.136708 0.236382 -0.23 -0.06 -0.13 0.08
Mg -3.136945 1.629796 -3.308490 0.55 -1.77 -0.30 0.95
Br 1.578905 -1.882697 4.844060 -1.43 -0.93 3.40 0.18
O 0.997381 -6.686045 1.465266 -0.53 0.88 -0.03 -0.44
H 1.625117 -7.403961 1.527414 0.31 -0.24 0.06 -0.14
F -0.760591 4.485002 -1.918946 -0.62 -0.67 -0.04 -0.66
Li -1.714709 4.504874 5.751508 -0.18 -0.12 -0.13 0.76
N 3.244368 2.012721 -4.228060 0.36 -0.49 0.06 0.05
C 3.601348 1.713061 -2.968810 -0.25 0.23 -0.47 -0.16
C 4.494776 0.705632 -2.640182 0.08 -0.15 0.06 -0.07
C 5.050573 -0.040829 -3.668460 0.03 -0.05 -0.02 -0.08
C 4.697181 0.246644 -4.979040 0.02 -0.01 0.10 -0.09
C 3.797934 1.276664 -5.203994 -0.27 0.36 0.31 -0.17
H 3.137517 2.322423 -2.199776 0.07 -0.03 0.03 0.10
H 4.749247 0.509073 -1.604796 -0.02 0.09 0.04 0.10
H 5.752247 -0.838572 -3.450934 -0.04 0.05 0.00 0.11
H 5.111007 -0.315842 -5.806778 -0.03 0.04 0.01 0.10
H 3.493418 1.541699 -6.211656 0.04 -0.05 -0.01 0.10
C -4.250594 -3.834480 -2.472786 0.04 0.17 0.19 -0.16
O -3.333741 -2.839496 -2.906446 0.08 0.25 -0.12 -0.16
H -4.356904 -4.580408 -3.260088 0.08 0.13 0.03 0.08
H -3.872191 -4.316548 -1.567903 -0.17 -0.15 -0.02 0.08
H -5.224146 -3.378715 -2.273486 -0.10 -0.21 0.04 0.07
H -3.256773 -2.192961 -2.194782 0.08 -0.12 -0.04 0.00
```
Positions in Å, forces in eV/Å.

Charge: 0
Strongest force on any atom (eV/Å): 4.2
E_HOMO (eV): -6.116
Kohn-Sham gap (eV): 1.5
Spin multiplicity: 1

No. 3
Entry from the Open Molecules 2025 dataset: a structure of composition C25H45F6N10O4PdS2Sb (wB97M-V/def2-TZVPD).

Geometry as XYZ:
```
94
Properties=species:S:1:pos:R:3:forces:R:3:lowdin_spin:R:1
Pd 1.111049 0.458538 -0.084166 -0.04 0.34 0.66 1.45
C 2.707091 -1.671627 2.132760 0.14 0.05 -0.10 0.00
N 1.466481 -1.344687 2.812025 -0.03 -0.17 -0.02 0.02
C 1.029823 -2.189161 3.917424 -0.01 -0.02 0.04 0.00
C 0.192050 -1.242062 4.782154 -0.01 -0.05 -0.01 0.00
N 0.146277 -0.013739 3.992203 0.25 0.01 0.00 0.01
C -0.555655 1.119968 4.568114 -0.02 -0.01 -0.06 0.00
C 0.973861 -0.088385 2.921365 -0.20 -0.02 0.03 0.02
N 1.295310 0.824089 2.031645 0.14 0.33 -0.09 0.13
C 1.047585 2.245610 2.217118 -0.06 -0.01 0.07 0.01
C 1.875784 3.006084 1.201641 0.16 0.00 -0.08 0.01
N 1.378830 2.719097 -0.154390 0.44 -0.18 0.03 0.17
C 1.677418 3.513273 -1.127536 -0.07 -0.48 0.46 0.03
N 1.017677 3.358955 -2.361604 0.13 0.30 -0.35 0.56
C 0.055255 2.373997 -2.753991 -0.06 -0.10 0.10 0.06
C 1.337915 4.430767 -3.268845 -0.08 -0.04 -0.11 0.06
C 2.298996 5.310814 -2.491765 -0.02 -0.06 0.01 0.01
N 2.504105 4.563830 -1.254936 -0.06 0.18 -0.16 0.06
C 3.445372 5.127530 -0.292683 0.06 -0.06 -0.01 0.01
H 2.569270 -2.498558 1.434225 0.00 0.07 0.06 0.00
H 3.460228 -1.954555 2.872441 0.00 -0.01 -0.01 0.00
H 3.070301 -0.798020 1.591012 -0.07 -0.15 0.09 0.00
H 1.900195 -2.573859 4.451113 -0.02 -0.01 0.01 0.00
H 0.454217 -3.043061 3.555410 0.01 0.00 0.01 0.00
H 0.635486 -1.053296 5.762655 0.02 -0.03 -0.03 0.00
H -0.822963 -1.612389 4.933813 0.01 0.01 0.03 0.00
H -1.365868 0.722766 5.178171 0.01 0.02 0.00 0.00
H -1.005882 1.746476 3.807798 0.01 0.06 -0.09 0.00
H 0.093438 1.717006 5.212138 -0.03 0.01 -0.02 0.00
H 1.348479 2.587612 3.210324 -0.01 -0.09 0.02 0.00
H -0.002719 2.510904 2.071716 0.00 0.06 0.06 0.00
H 2.913751 2.664691 1.273461 -0.05 0.05 0.09 0.00
H 1.828504 4.073400 1.423217 -0.07 -0.03 -0.07 0.00
H -0.886434 2.900088 -2.930084 0.01 -0.04 -0.07 0.03
H -0.066105 1.610643 -1.991830 -0.03 0.21 -0.18 0.00
H 0.402017 1.928374 -3.688849 -0.02 -0.08 0.03 0.02
H 0.403388 4.925539 -3.550106 0.05 0.00 0.03 0.03
H 1.772843 3.987462 -4.171569 0.02 0.03 0.00 0.03
H 1.880101 6.296726 -2.282823 -0.05 -0.03 0.01 0.00
H 3.251826 5.431801 -3.008911 -0.02 0.02 0.04 0.00
H 4.171028 5.702065 -0.864865 0.01 0.00 0.05 0.00
H 3.980667 4.346770 0.235109 -0.03 -0.03 0.04 0.00
H 2.945467 5.797085 0.406973 0.02 0.00 -0.01 0.00
F 5.017985 0.599588 -3.706999 0.02 0.02 0.01 0.00
C 4.345432 1.079590 -2.686520 0.13 -0.06 0.01 0.00
F 3.153207 1.522895 -3.117068 -0.28 0.06 -0.07 0.00
F 4.987418 2.108752 -2.147065 0.10 0.06 0.01 0.00
S 4.097300 -0.205390 -1.392181 -0.07 0.06 0.13 0.01
O 3.346916 0.519395 -0.353836 0.02 -0.23 -0.32 0.05
O 5.385269 -0.685839 -1.062667 0.00 -0.01 0.04 0.01
N 3.218888 -1.281691 -2.130222 0.05 -0.09 -0.12 0.00
S 1.694562 -1.490356 -1.971317 -0.04 -0.07 0.15 0.01
O 1.277477 -2.003110 -0.667207 0.07 0.03 -0.20 0.07
O 0.858279 -0.356559 -2.374649 0.22 -0.15 -0.05 0.04
C 1.423700 -2.817870 -3.225380 -0.14 -0.04 -0.06 0.00
F 0.139399 -3.187767 -3.139554 0.15 0.09 0.02 0.00
F 2.199104 -3.847585 -2.975781 -0.01 -0.02 0.07 0.00
F 1.663669 -2.334681 -4.427585 -0.02 0.02 0.02 0.00
N -1.073279 0.539059 0.287097 -0.04 0.08 -0.34 0.11
C -1.418685 1.668696 0.203815 0.18 -0.53 -0.11 0.05
N -1.837549 2.853026 0.178283 -0.47 0.44 0.25 0.03
C -1.293884 3.842781 -0.479335 -0.18 -0.31 0.18 0.01
N -0.791225 4.712523 -1.049079 -0.04 0.57 -0.20 0.02
C -1.434650 -5.018671 0.793419 0.02 -0.02 -0.03 0.01
C -1.780506 -4.343044 -0.526471 0.19 0.08 -0.09 0.10
C -3.010659 -4.935906 -1.203893 0.09 -0.06 -0.02 0.03
Sb -2.014031 -2.198704 -0.203077 -0.20 -0.07 0.17 0.50
C -3.071108 -2.107906 1.678372 0.01 0.08 0.07 0.07
C -2.972135 -0.785170 2.424418 0.04 0.01 0.00 0.00
C -4.524963 -2.510692 1.435963 0.02 0.00 0.11 0.03
C -3.401634 -1.520765 -1.694710 0.11 0.09 -0.04 0.08
C -3.912996 -0.113314 -1.423373 -0.02 0.00 -0.05 0.00
C -2.799013 -1.654190 -3.088317 -0.03 -0.02 -0.01 0.00
H -1.154293 -6.055956 0.604806 0.00 -0.04 -0.01 0.00
H -2.286460 -5.037243 1.472274 -0.05 0.02 0.05 0.00
H -0.593337 -4.543164 1.300693 0.02 0.01 0.00 0.00
H -0.926507 -4.402847 -1.203261 -0.03 -0.01 0.04 0.00
H -3.890652 -4.911360 -0.566529 -0.08 0.03 0.09 0.00
H -2.809542 -5.986280 -1.426093 0.01 -0.03 0.00 0.01
H -3.253262 -4.452642 -2.147381 -0.01 0.04 -0.06 0.00
H -2.564970 -2.881636 2.257053 0.00 -0.05 0.03 0.00
H -3.507278 0.010582 1.907550 -0.01 0.05 -0.05 0.00
H -1.943567 -0.457954 2.568249 0.01 -0.04 -0.01 0.00
H -3.437844 -0.901297 3.405666 -0.03 -0.01 0.02 0.00
H -5.049617 -1.779982 0.823581 -0.04 0.06 -0.05 0.00
H -5.042828 -2.556071 2.396455 -0.01 0.00 0.02 0.01
H -4.629547 -3.486816 0.971992 0.01 -0.13 -0.08 0.00
H -4.205026 -2.249182 -1.554537 -0.09 0.00 -0.05 0.01
H -3.151158 0.628457 -1.662931 0.03 0.01 0.02 0.00
H -4.228529 0.045750 -0.393439 -0.01 -0.01 0.05 0.00
H -4.773791 0.084575 -2.064500 -0.02 0.00 -0.02 0.00
H -1.897906 -1.045986 -3.190042 0.01 0.02 0.00 0.00
H -3.519925 -1.303911 -3.828212 -0.04 0.00 -0.04 0.00
H -2.542730 -2.682681 -3.343558 0.02 0.01 0.02 0.00
```
Positions in Å, forces in eV/Å.

⟨S²⟩: 6.016
Charge: +2
Strongest force on any atom (eV/Å): 0.7
E_HOMO (alpha / beta) (eV): -13.610 / -13.956
Kohn-Sham gap (alpha / beta) (eV): 9.8 / 5.2
Spin multiplicity: 5

No. 4
Entry from the Open Molecules 2025 dataset: a cluster of 2 separate species, C4H14N3 in total in a non-equilibrium geometry (wB97M-V/def2-TZVPD).

Geometry as XYZ:
```
21
Properties=species:S:1:pos:R:3:forces:R:3:lowdin_charge:R:1
C 2.771516 0.736374 -0.382451 1.07 1.07 -2.38 -0.05
C 0.654985 0.475967 0.726309 -0.69 0.97 1.04 -0.41
N 1.702431 1.266889 0.454426 -0.54 -1.90 0.00 0.06
N 0.452837 -0.754112 0.225280 0.60 0.38 -0.08 0.20
N -0.271643 0.983576 1.559779 -0.24 0.47 0.01 0.20
H 1.694171 2.136403 0.965242 0.71 0.10 -0.29 0.16
H 1.179539 -1.449274 0.335878 -0.22 0.06 -0.40 0.14
H -0.508039 -1.034498 0.110848 0.01 -0.49 0.21 0.06
H -0.134623 1.889878 1.975450 0.02 0.18 -0.23 0.13
H -1.159707 0.575996 1.826420 0.48 -0.50 -0.35 0.14
H 3.132947 1.481442 -1.213200 -0.90 -1.13 1.80 0.14
H 2.374262 -0.126222 -0.938519 0.03 0.47 0.20 0.08
H 3.666707 0.383413 0.128843 -0.20 0.26 0.46 0.09
C -2.411736 -0.497662 -1.533041 -1.66 -0.47 0.89 -0.15
C -2.414444 -1.870365 -0.789167 -2.29 -0.35 -1.76 -0.18
H -3.417872 -0.065111 -1.590372 0.02 -0.19 0.14 0.07
H -1.856824 0.294539 -1.001060 0.41 -0.45 -0.74 0.05
H -2.173948 -0.743132 -2.560919 0.70 0.74 -0.09 0.07
H -2.319368 -1.838827 0.274094 0.78 -0.17 0.70 0.04
H -3.359984 -2.498622 -0.907899 0.52 1.44 0.09 0.10
H -1.820540 -2.512118 -1.412677 1.39 -0.51 0.78 0.06
```
Positions in Å, forces in eV/Å.

Charge: +1
Strongest force on any atom (eV/Å): 2.9
E_HOMO (eV): -14.557
Kohn-Sham gap (eV): 11.5
Energy above the lowest of the compared OMol25 structures with the same formula, charge and spin (eV): 1.127
Spin multiplicity: 1

One value per record, in order, for energy: -586.18201 -7503.22603 -3591.13788 -324.82344 a.u..